Entry from the Open Molecules 2025 dataset: 12 unconnected molecules or ions with the total composition C44H122N10O14 (ωB97M-V/def2-TZVPD).

Last columns: bonded neighbours and bond lengths (Å).
CARTESIAN COORDINATES (ANGSTROEM)
1 C -1.55 -4.23 3.49  O2 1.445, H7 1.068, H8 1.100, H9 1.135
2 O -1.55 -3.68 2.15  C1 1.445, C3 1.395
3 C -1.56 -4.62 1.12  O2 1.395, C4 1.550, H10 1.087, H11 1.093
4 C -0.27 -5.42 0.82  C3 1.550, C5 1.519, N6 1.479, H12 1.142
5 C 0.77 -4.47 0.25  C4 1.519, H13 1.104, H14 1.113, H15 1.053
6 N -0.63 -6.58 -0.03  C4 1.479, H16 1.042, H17 1.005
7 H -2.46 -4.75 3.70  C1 1.068
8 H -1.52 -3.39 4.19  C1 1.100
9 H -0.65 -4.91 3.58  C1 1.135
10 H -2.27 -5.42 1.31  C3 1.087
11 H -1.86 -4.10 0.21  C3 1.093
12 H 0.19 -5.77 1.81  C4 1.142
13 H 0.38 -4.08 -0.71  C5 1.104
14 H 1.73 -4.99 0.02  C5 1.113
15 H 1.08 -3.63 0.81  C5 1.053
16 H 0.13 -6.69 -0.73  N6 1.042
17 H -0.80 -7.44 0.47  N6 1.005
18 C 1.90 -0.41 4.42  O19 1.417, H24 1.133, H25 1.088, H26 1.069
19 O 3.30 -0.46 4.23  C18 1.417, C20 1.395
20 C 3.72 0.44 3.25  O19 1.395, C21 1.532, H27 1.072, H28 1.064
21 C 5.21 0.30 2.91  C20 1.532, C22 1.546, N23 1.400, H29 1.082
22 C 6.09 0.53 4.16  C21 1.546, H30 1.077, H31 1.112, H32 1.106
23 N 5.69 1.25 1.99  C21 1.400, H33 1.063, H34 1.015
24 H 1.60 -0.93 5.38  C18 1.133
25 H 1.36 -0.94 3.63  C18 1.088
26 H 1.51 0.58 4.48  C18 1.069
27 H 3.22 0.28 2.32  C20 1.072
28 H 3.62 1.42 3.66  C20 1.064
29 H 5.38 -0.69 2.51  C21 1.082
30 H 7.15 0.39 4.03  C22 1.077
31 H 5.80 -0.18 4.97  C22 1.112
32 H 5.77 1.55 4.42  C22 1.106
33 H 5.34 1.18 0.99  N23 1.063
34 H 5.50 2.21 2.25  N23 1.015
35 C 0.68 4.89 -0.52  O36 1.382, H41 1.093, H42 1.085, H43 1.112
36 O 1.62 3.94 -0.17  C35 1.382, C37 1.452
37 C 2.63 3.71 -1.19  O36 1.452, C38 1.516, H44 1.099, H45 1.122
38 C 3.90 3.23 -0.51  C37 1.516, C39 1.523, N40 1.472, H46 1.118
39 C 4.65 4.36 0.18  C38 1.523, H47 1.092, H48 1.094, H49 1.106
40 N 4.83 2.39 -1.27  C38 1.472, H50 1.014, H51 1.055
41 H 1.06 5.84 -0.91  C35 1.093
42 H 0.05 5.15 0.32  C35 1.085
43 H -0.06 4.45 -1.23  C35 1.112
44 H 2.18 3.00 -1.91  C37 1.099
45 H 2.83 4.67 -1.73  C37 1.122
46 H 3.51 2.64 0.36  C38 1.118
47 H 5.58 4.03 0.63  C39 1.092
48 H 3.93 4.82 0.87  C39 1.094
49 H 4.93 5.12 -0.58  C39 1.106
50 H 5.30 2.89 -2.02  N40 1.014
51 H 4.23 1.66 -1.75  N40 1.055
52 C -4.44 1.90 1.73  O53 1.365, H58 1.098, H59 1.100, H60 1.173
53 O -4.84 0.63 1.42  C52 1.365, C54 1.398
54 C -4.64 -0.32 2.43  O53 1.398, C55 1.532, H61 1.143, H62 1.105
55 C -5.32 -1.65 2.07  C54 1.532, C56 1.520, N57 1.507, H63 1.064
56 C -6.82 -1.54 2.26  C55 1.520, H64 1.115, H65 1.076, H66 1.065
57 N -4.58 -2.62 2.95  C55 1.507, H67 1.028, H68 1.045
58 H -3.36 2.08 1.74  C52 1.098
59 H -4.88 2.16 2.70  C52 1.100
60 H -5.01 2.52 0.91  C52 1.173
61 H -3.55 -0.56 2.70  C54 1.143
62 H -5.02 -0.02 3.42  C54 1.105
63 H -5.15 -1.97 1.06  C55 1.064
64 H -7.34 -2.50 2.01  C56 1.115
65 H -7.25 -0.71 1.73  C56 1.076
66 H -7.05 -1.29 3.27  C56 1.065
67 H -5.08 -3.46 3.27  N57 1.028
68 H -3.74 -3.05 2.49  N57 1.045
69 C 3.95 -3.22 0.87  O70 1.399, H75 1.131, H76 1.110, H77 1.073
70 O 3.03 -2.30 0.35  C69 1.399, C71 1.408
71 C 3.49 -1.15 -0.32  O70 1.408, C72 1.492, H78 1.051, H79 1.119
72 C 3.03 -1.13 -1.74  C71 1.492, C73 1.563, N74 1.428, H80 1.122
73 C 4.00 -1.73 -2.80  C72 1.563, H81 1.091, H82 1.093, H83 1.083
74 N 2.75 0.24 -2.05  C72 1.428, H84 1.038, H85 1.018
75 H 4.40 -3.90 0.09  C69 1.131
76 H 3.46 -3.86 1.63  C69 1.110
77 H 4.78 -2.73 1.35  C69 1.073
78 H 2.98 -0.37 0.16  C71 1.051
79 H 4.61 -1.09 -0.26  C71 1.119
80 H 2.03 -1.63 -1.69  C72 1.122
81 H 3.93 -2.79 -2.52  C73 1.091
82 H 5.00 -1.35 -2.56  C73 1.093
83 H 3.75 -1.58 -3.85  C73 1.083
84 H 2.40 0.33 -3.03  N74 1.038
85 H 1.99 0.54 -1.44  N74 1.018
86 C 1.58 3.28 6.60  O87 1.452, H92 1.075, H93 1.091, H94 1.113
87 O 2.30 3.30 5.34  C86 1.452, C88 1.437
88 C 1.68 3.99 4.25  O87 1.437, C89 1.480, H95 1.143, H96 1.101
89 C 1.60 5.45 4.44  C88 1.480, C90 1.502, N91 1.483, H97 1.096
90 C 0.93 6.16 3.29  C89 1.502, H98 1.103, H99 1.072, H100 1.098
91 N 2.91 6.09 4.68  C89 1.483, H101 0.993, H102 1.014
92 H 2.18 2.70 7.27  C86 1.075
93 H 0.56 2.96 6.38  C86 1.091
94 H 1.48 4.31 7.03  C86 1.113
95 H 2.35 3.70 3.37  C88 1.143
96 H 0.66 3.58 4.17  C88 1.101
97 H 1.03 5.49 5.37  C89 1.096
98 H 1.44 5.98 2.34  C90 1.103
99 H 0.92 7.22 3.51  C90 1.072
100 H -0.14 5.92 3.18  C90 1.098
101 H 3.41 6.16 3.83  N91 0.993
102 H 3.41 5.54 5.37  N91 1.014
103 C 0.06 -1.25 -3.98  O104 1.506, H109 1.087, H110 1.095, H111 1.067
104 O 1.01 -1.03 -5.13  C103 1.506, C105 1.403
105 C 1.22 -2.10 -6.01  O104 1.403, C106 1.505, H112 1.106, H113 1.080
106 C 1.75 -1.62 -7.34  C105 1.505, C107 1.495, N108 1.485, H114 1.066
107 C 1.84 -2.86 -8.16  C106 1.495, H115 1.053, H116 1.105, H117 1.064
108 N 3.08 -0.95 -7.41  C106 1.485, H118 1.010, H119 1.032
109 H -0.95 -1.09 -4.33  C103 1.087
110 H 0.35 -0.49 -3.24  C103 1.095
111 H 0.26 -2.24 -3.63  C103 1.067
112 H 2.00 -2.67 -5.49  C105 1.106
113 H 0.24 -2.55 -6.05  C105 1.080
114 H 1.05 -0.97 -7.81  C106 1.066
115 H 1.98 -2.67 -9.19  C107 1.053
116 H 0.87 -3.38 -8.23  C107 1.105
117 H 2.58 -3.50 -7.74  C107 1.064
118 H 2.96 0.04 -7.25  N108 1.010
119 H 3.78 -1.41 -6.81  N108 1.032
120 C -1.76 -6.57 -4.92  O121 1.399, H126 1.077, H127 1.098, H128 1.100
121 O -1.61 -5.21 -4.61  C120 1.399, C122 1.436
122 C -2.75 -4.80 -3.84  O121 1.436, C123 1.546, H129 1.125, H130 1.141
123 C -2.83 -3.27 -3.64  C122 1.546, C124 1.493, N125 1.467, H131 1.097
124 C -3.97 -3.12 -2.69  C123 1.493, H132 1.096, H133 1.074, H134 1.061
125 N -3.18 -2.63 -4.91  C123 1.467, H135 1.010, H136 1.022
126 H -1.76 -7.19 -4.05  C120 1.077
127 H -0.97 -6.94 -5.60  C120 1.098
128 H -2.69 -6.72 -5.48  C120 1.100
129 H -3.72 -5.10 -4.32  C122 1.125
130 H -2.61 -5.37 -2.87  C122 1.141
131 H -1.92 -2.84 -3.20  C123 1.097
132 H -4.88 -3.46 -3.20  C124 1.096
133 H -4.18 -2.18 -2.21  C124 1.074
134 H -3.80 -3.82 -1.91  C124 1.061
135 H -3.29 -1.63 -4.80  N125 1.010
136 H -2.54 -2.84 -5.68  N125 1.022
137 C 0.54 1.56 1.38  O138 1.453, H143 1.085, H144 1.045, H145 1.112
138 O 0.69 0.61 0.29  C137 1.453, C139 1.426
139 C -0.29 -0.40 0.09  O138 1.426, C140 1.547, H146 1.138, H147 1.082
140 C -1.76 0.08 0.03  C139 1.547, C141 1.568, N142 1.501, H148 1.057
141 C -2.68 -1.13 -0.36  C140 1.568, H149 1.094, H150 1.113, H151 1.065
142 N -1.87 1.23 -0.94  C140 1.501, H152 1.034, H153 0.983
143 H -0.36 2.16 1.26  C137 1.085
144 H 1.33 2.23 1.31  C137 1.045
145 H 0.52 0.99 2.34  C137 1.112
146 H -0.12 -0.86 -0.93  C139 1.138
147 H -0.15 -1.17 0.84  C139 1.082
148 H -2.03 0.48 0.97  C140 1.057
149 H -2.81 -1.89 0.42  C141 1.094
150 H -2.22 -1.57 -1.27  C141 1.113
151 H -3.61 -0.69 -0.63  C141 1.065
152 H -0.97 1.70 -0.78  N142 1.034
153 H -2.65 1.79 -0.73  N142 0.983
154 C -2.21 3.88 4.23  O155 1.401, H160 1.126, H161 1.103, H162 1.105
155 O -1.85 2.80 5.05  C154 1.401, C156 1.392
156 C -2.06 1.52 4.54  O155 1.392, C157 1.521, H163 1.101, H164 1.105
157 C -1.60 0.52 5.58  C156 1.521, C158 1.544, N159 1.455, H165 1.058
158 C -1.72 -0.91 5.01  C157 1.544, H166 1.092, H167 1.060, H168 1.092
159 N -2.32 0.60 6.84  C157 1.455, H169 0.997, H170 0.988
160 H -1.42 4.07 3.45  C154 1.126
161 H -2.34 4.79 4.84  C154 1.103
162 H -3.17 3.62 3.76  C154 1.105
163 H -3.12 1.37 4.26  C156 1.101
164 H -1.58 1.42 3.55  C156 1.105
165 H -0.57 0.65 5.78  C157 1.058
166 H -1.11 -1.03 4.11  C158 1.092
167 H -2.76 -1.08 4.84  C158 1.060
168 H -1.41 -1.56 5.83  C158 1.092
169 H -3.19 0.13 6.86  N159 0.997
170 H -2.41 1.51 7.21  N159 0.988
171 O -2.74 0.80 -3.38  C172 1.424, H175 0.986
172 C -3.99 1.42 -3.12  O171 1.424, C173 1.535, H176 1.152, H177 1.103
173 C -4.01 2.95 -3.00  C172 1.535, O174 1.435, H178 1.079, H179 1.062
174 O -3.45 3.38 -1.75  C173 1.435, H180 0.961
175 H -2.28 0.79 -2.51  O171 0.986
176 H -4.85 1.14 -3.84  C172 1.152
177 H -4.24 1.05 -2.11  C172 1.103
178 H -4.98 3.40 -3.14  C173 1.079
179 H -3.39 3.42 -3.72  C173 1.062
180 H -3.59 4.33 -1.65  O174 0.961
181 O 1.58 1.54 -5.95  C182 1.373, H185 1.006
182 C 0.31 1.88 -6.33  O181 1.373, C183 1.502, H186 1.104, H187 1.071
183 C -0.51 2.47 -5.22  C182 1.502, O184 1.375, H188 1.067, H189 1.088
184 O 0.25 3.36 -4.49  C183 1.375, H190 0.974
185 H 1.52 0.61 -5.57  O181 1.006
186 H 0.34 2.63 -7.14  C182 1.104
187 H -0.26 1.07 -6.75  C182 1.071
188 H -0.83 1.63 -4.65  C183 1.067
189 H -1.34 3.02 -5.65  C183 1.088
190 H 1.19 3.29 -4.73  O184 0.974

Computed properties:
E_LUMO = 0.0129 hartree
relative energy (zero: lowest compared OMol25 entry of this formula, charge and spin) = 7.2296 eV
molecular weight = 1015.5 g mol⁻¹
frontier orbital gap = 9.035 eV